45
Properties=species:S:1:pos:R:3:forces:R:3:mulliken_charge:R:1 method="wB97M-V/def2-TZVPD" e_above_lowest_kj_mol=66.4 gap_ha=0.3308 e_lumo_ev=0.7 smiles="N#Cc1ccsc1NC(=O)CN(Cc1ccccc1)Cc1ccccc1" total_charge=0
N 2.63804 1.96644 2.90031 -0.2 0.3 0.2 -0.575
C 2.96746 1.14317 2.17002 -0.2 0.3 0.3 0.089
C 3.33717 0.13893 1.26761 -0.1 -0.9 -0.6 0.051
C 2.41740 -0.68794 0.65553 0.2 -0.2 -0.1 0.646
N 1.05534 -0.66187 0.82195 0.2 0.0 0.3 0.038
C 0.23011 -1.40103 0.03142 -0.2 0.0 0.3 -0.049
O 0.65241 -2.24426 -0.73061 -0.3 -0.2 -0.1 -0.679
C -1.23883 -1.10587 0.26694 -0.1 0.0 -0.1 -0.263
N -1.44615 0.28097 0.64070 -0.1 0.0 0.1 0.322
C -2.61790 0.48277 1.49307 0.0 0.0 0.1 -1.725
C -3.93423 0.15330 0.83140 0.0 0.0 0.1 0.845
C -4.62376 1.11981 0.10848 0.0 0.0 0.0 -0.178
C -5.79960 0.80532 -0.54937 -0.1 0.1 -0.1 -0.738
C -6.30460 -0.48226 -0.49210 -0.1 0.0 0.0 -0.395
C -5.63255 -1.44991 0.23452 0.0 -0.1 0.0 -0.751
C -4.45642 -1.13334 0.89098 0.0 0.0 0.0 -0.144
H -3.94683 -1.89424 1.46532 0.1 -0.1 0.1 0.363
H -6.02563 -2.45424 0.29242 0.0 -0.1 0.0 0.379
H -7.22185 -0.72883 -1.00571 -0.1 0.0 0.0 0.377
H -6.32357 1.56830 -1.10615 0.0 0.1 0.0 0.384
H -4.24323 2.13053 0.06731 0.1 0.1 0.0 0.362
H -2.48005 -0.13817 2.38302 0.0 0.1 0.0 0.588
H -2.60901 1.53021 1.80652 0.0 -0.1 0.0 0.528
C -1.43048 1.16718 -0.52299 0.1 0.0 0.0 -1.251
C -0.04953 1.26231 -1.11600 0.0 0.2 -0.3 0.579
C 0.90047 2.08921 -0.52569 0.0 0.1 -0.1 -0.416
C 2.18407 2.16165 -1.03497 0.0 0.1 0.1 -0.642
C 2.53532 1.40422 -2.14025 0.0 0.0 -0.1 -0.537
C 1.59392 0.58581 -2.73954 0.1 0.0 -0.1 -0.782
C 0.30696 0.51977 -2.23367 -0.1 0.2 0.0 -0.112
H -0.42232 -0.11980 -2.70954 -0.1 -0.1 0.0 0.381
H 1.86094 -0.00767 -3.60077 0.0 -0.1 -0.1 0.402
H 3.54044 1.45229 -2.53221 0.1 0.0 0.0 0.433
H 2.91111 2.80683 -0.56417 0.1 0.1 0.0 0.448
H 0.63464 2.67270 0.34419 0.0 0.1 0.1 0.454
H -2.14473 0.83001 -1.29162 0.0 0.1 0.1 0.348
H -1.73448 2.15859 -0.17954 -0.1 0.0 0.0 0.556
H -1.80490 -1.41201 -0.62604 0.1 0.0 0.1 0.260
H -1.55154 -1.74950 1.09465 0.0 0.0 -0.1 0.423
H 0.63312 0.07772 1.37490 0.0 -0.1 -0.2 0.368
S 3.15118 -1.80103 -0.43152 0.6 0.3 0.3 -0.034
C 4.71170 -1.15016 -0.05593 -0.3 0.0 0.0 -0.486
C 4.66623 -0.14170 0.84279 0.0 -0.1 -0.1 -0.799
H 5.52145 0.39800 1.20767 0.2 0.1 0.0 0.465
H 5.57946 -1.55999 -0.53236 0.2 -0.1 -0.1 0.470